[1]
{
  "formula": "C25H25BaCl3F5IN10SSi",
  "method": "ωB97M-V/def2-TZVPD",
  "homo_ev": -7.60,
  "mol_weight_g_mol": 991.279,
  "fmax_ha_per_bohr": 0.008,
  "homo_lumo_gap_ev": 7.2,
  "elements": ["Ba", "N", "C", "N", "C", "N", "C", "C", "N", "C", "C", "N", "H", "H", "H", "H", "H", "N", "C", "S", "C", "C", "C", "N", "C", "C", "H", "H", "H", "H", "H", "H", "Cl", "Si", "Cl", "Cl", "C", "C", "C", "C", "C", "N", "H", "H", "H", "H", "H", "H", "H", "H", "H", "F", "C", "F", "C", "F", "F", "F", "N", "C", "H", "I", "C", "C", "C", "C", "N", "C", "H", "H", "H", "H"],
  "coordinates": [[0.243, 0.436, -0.285], [4.597, 1.737, 1.689], [3.424, 2.088, 1.166], [2.847, 1.028, 0.632], [3.748, 0.034, 0.872], [4.830, 0.418, 1.506], [3.528, -1.357, 0.427], [4.453, -2.356, 0.705], [4.264, -3.608, 0.314], [3.140, -3.858, -0.350], [2.215, -2.866, -0.632], [2.406, -1.607, -0.247], [5.273, 2.308, 2.166], [3.030, 3.091, 1.170], [5.354, -2.129, 1.260], [2.963, -4.880, -0.662], [1.300, -3.085, -1.166], [-2.919, 4.383, 5.506], [-1.589, 4.206, 5.499], [-0.583, 4.701, 6.693], [-1.089, 3.513, 4.266], [-1.563, 3.868, 3.010], [-1.070, 3.203, 1.900], [-0.172, 2.222, 1.985], [0.275, 1.881, 3.198], [-0.141, 2.505, 4.359], [-3.338, 4.822, 6.309], [-3.512, 3.935, 4.829], [-2.284, 4.665, 2.882], [-1.418, 3.458, 0.906], [0.989, 1.064, 3.239], [0.251, 2.207, 5.321], [-0.006, -3.803, 1.818], [0.082, -1.725, 2.414], [1.928, -1.734, 3.545], [-1.341, -1.705, 4.006], [-3.549, -3.115, 0.083], [-2.904, -3.499, -1.253], [-2.347, -4.925, -1.196], [-3.906, -3.341, -2.404], [-1.779, -2.571, -1.516], [-0.917, -1.847, -1.751], [-4.382, -3.797, 0.263], [-3.934, -2.096, 0.058], [-2.842, -3.209, 0.906], [-3.177, -5.608, -1.010], [-1.623, -5.030, -0.390], [-1.876, -5.203, -2.139], [-4.745, -4.014, -2.224], [-3.453, -3.598, -3.361], [-4.283, -2.320, -2.457], [-2.185, 1.391, -3.105], [-2.066, 1.867, -1.797], [-2.281, 3.294, -1.971], [-3.366, 1.430, -1.131], [-3.352, 0.079, -1.003], [-3.425, 1.932, 0.123], [-4.510, 1.753, -1.743], [0.272, 3.848, -1.531], [1.311, 3.460, -1.187], [-0.738, 3.917, -1.723], [5.617, 0.440, -4.210], [3.545, 0.414, -4.156], [2.794, 0.246, -5.311], [1.415, 0.234, -5.198], [0.838, 0.381, -3.946], [1.564, 0.541, -2.839], [2.892, 0.562, -2.945], [3.276, 0.129, -6.272], [0.788, 0.111, -6.070], [-0.238, 0.379, -3.820], [3.449, 0.705, -2.026]]
}


[2]
{
  "formula": "C4H14N2O",
  "method": "ωB97M-V/def2-TZVPD",
  "homo_ev": -8.92,
  "mol_weight_g_mol": 106.169,
  "smiles": "CN[C@@H](C)CN.O",
  "fmax_ha_per_bohr": 0.043,
  "homo_lumo_gap_ev": 9.8,
  "elements": ["C", "N", "C", "C", "C", "N", "H", "H", "H", "H", "H", "H", "H", "H", "H", "H", "H", "H", "H", "H", "O"],
  "coordinates": [[0.484, -0.911, -1.857], [1.306, 0.102, -1.213], [-0.501, 1.824, -0.823], [0.666, 0.984, -0.206], [0.217, 0.095, 0.983], [1.259, -0.794, 1.471], [1.129, -1.627, -2.363], [-0.138, -1.310, -1.065], [-0.170, -0.550, -2.659], [1.790, 0.734, -1.823], [-0.520, 1.793, -1.912], [-0.156, 2.857, -0.653], [-1.502, 1.749, -0.426], [1.318, 1.766, 0.173], [-0.266, 0.665, 1.784], [-0.673, -0.475, 0.686], [2.002, -0.308, 1.958], [1.739, -1.098, 0.624], [-2.143, -1.524, 2.935], [-2.820, -2.230, 1.786], [-3.020, -1.743, 2.598]]
}